Entry 1:
C25H50BrFInO8 | ωB97M-V/def2-TZVPD

The charge is -1. The value obtained for the frontier orbital gap is 6.8 eV. For the relative energy (zero: lowest compared OMol25 entry of this formula, charge and spin), the calculation gives 0.0 kJ/mol. The LUMO energy is 1.64 eV. The total energy comes out at -121049.377 eV.

Structure (XYZ):
```
86
C25H50BrFInO8 ωB97M-V/def2-TZVPD
O 2.997 5.205 3.221
C 3.322 5.980 2.369
Br 4.591 5.283 0.944
C 2.955 7.382 2.216
In 0.736 7.807 2.155
C -0.484 6.085 1.438
C -1.721 6.020 2.260
F -2.563 4.952 1.863
H 3.462 7.829 1.373
H 3.341 7.880 3.102
H 0.179 8.241 3.794
H 0.515 9.181 1.029
H 0.017 5.127 1.477
H -0.806 6.285 0.417
H -1.462 5.885 3.307
H -2.296 6.941 2.215
C -0.989 1.763 1.301
C 0.493 2.028 1.139
O 0.936 3.143 1.243
C 1.374 0.839 0.842
H -1.503 2.700 1.509
H -1.393 1.331 0.382
H -1.161 1.073 2.129
H 1.068 0.369 -0.090
H 1.308 0.108 1.648
H 2.405 1.172 0.749
C 2.595 -4.137 0.343
C 2.306 -2.965 -0.564
O 1.934 -1.902 -0.120
C 2.493 -3.179 -2.042
H 2.418 -3.849 1.377
H 1.943 -4.975 0.089
H 3.635 -4.447 0.233
H 1.837 -3.972 -2.389
H 3.531 -3.446 -2.251
H 2.246 -2.264 -2.571
C -3.252 -1.465 -0.627
C -2.545 -2.527 0.178
O -3.109 -3.542 0.521
C -1.104 -2.266 0.529
H -4.278 -1.773 -0.813
H -3.258 -0.523 -0.075
H -2.743 -1.319 -1.581
H -1.021 -1.354 1.121
H -0.511 -2.160 -0.378
H -0.715 -3.100 1.109
C 0.995 -2.025 -5.739
C 0.251 -3.252 -5.272
O 0.354 -3.663 -4.139
C -0.628 -3.944 -6.284
H 1.587 -1.622 -4.922
H 1.658 -2.282 -6.566
H 0.287 -1.264 -6.072
H -0.029 -4.278 -7.133
H -1.400 -3.259 -6.639
H -1.103 -4.807 -5.823
C -3.149 -7.947 1.180
C -2.269 -7.891 -0.045
O -1.842 -8.897 -0.563
C -1.953 -6.521 -0.587
H -3.302 -8.984 1.469
H -2.676 -7.411 2.004
H -4.116 -7.488 0.967
H -1.436 -5.930 0.170
H -2.873 -6.007 -0.866
H -1.316 -6.615 -1.464
C -6.170 1.386 4.139
C -5.162 1.636 3.040
O -4.571 0.720 2.516
C -4.936 3.070 2.637
H -6.239 0.318 4.333
H -5.860 1.895 5.053
H -7.151 1.758 3.838
H -4.575 3.649 3.488
H -5.869 3.506 2.275
H -4.192 3.117 1.848
C 4.751 2.053 -1.080
C 6.220 2.345 -1.261
O 6.659 3.466 -1.191
C 7.124 1.161 -1.533
H 4.216 2.979 -0.887
H 4.349 1.586 -1.982
H 4.606 1.379 -0.233
H 6.816 0.660 -2.452
H 7.071 0.453 -0.704
H 8.150 1.506 -1.641
```

=====

Entry 2:
C30H35FN5O4PdS2 | ωB97M-V/def2-TZVPD

The charge is -1. The value obtained for the frontier orbital gap (spin up / spin down) is 5.9 / 5.5 eV. For the relative energy (zero: lowest compared OMol25 entry of this formula, charge and spin), the calculation gives 137.1 kJ/mol. The expectation value of S² is 2.016. As for the spin multiplicity: 3. The LUMO energy (spin up / spin down) is 1.94 / 1.06 eV. The total energy comes out at -75185.590 eV.

Structure (XYZ):
```
78
C30H35FN5O4PdS2 ωB97M-V/def2-TZVPD
Pd 12.384 10.001 9.140
C 14.896 12.206 7.344
C 15.030 10.890 6.459
C 13.810 10.662 5.510
C 15.612 9.639 6.942
C 16.474 8.969 6.113
C 16.872 7.675 6.387
C 16.577 7.046 7.583
C 15.781 7.719 8.550
C 15.610 7.012 9.844
C 15.521 5.488 9.638
C 16.664 7.219 10.937
C 15.222 9.001 8.220
N 14.548 9.662 9.249
C 15.270 10.425 10.162
C 16.391 11.212 9.930
C 17.006 12.001 10.906
C 16.525 12.028 12.169
C 15.421 11.159 12.482
C 14.827 10.423 11.513
F 13.931 9.446 11.773
H 15.603 12.986 7.131
H 15.096 11.887 8.385
H 13.872 12.538 7.342
H 15.753 11.225 5.701
H 13.117 9.942 5.932
H 14.155 10.312 4.514
H 13.260 11.587 5.357
H 16.787 9.515 5.221
H 17.275 7.048 5.560
H 16.859 6.063 7.795
H 14.625 7.424 10.218
H 16.536 5.098 9.445
H 14.742 5.307 8.871
H 15.164 5.010 10.551
H 17.604 7.544 10.481
H 16.813 6.360 11.607
H 16.390 8.105 11.525
H 16.965 11.119 9.005
H 17.935 12.575 10.630
H 16.966 12.579 13.012
H 15.096 11.117 13.515
S 9.141 7.855 11.215
C 9.941 8.901 10.281
N 10.458 9.758 9.567
C 10.077 14.921 10.333
N 10.675 13.616 10.586
C 10.896 13.110 11.937
C 11.716 11.769 11.651
O 11.965 10.962 12.543
N 11.965 11.750 10.238
C 11.387 12.848 9.748
N 11.522 13.157 8.447
H 9.621 15.344 11.246
H 9.284 14.773 9.538
H 10.862 15.591 9.956
H 9.912 12.960 12.404
H 11.421 13.856 12.573
H 11.933 12.451 7.825
H 11.343 14.091 8.066
C 6.614 7.238 5.225
C 7.998 7.209 5.785
C 8.244 6.774 7.085
C 9.552 6.694 7.597
C 10.601 7.204 6.886
C 10.362 7.765 5.584
C 9.109 7.685 5.042
S 12.379 7.071 7.353
O 12.634 8.542 7.681
O 13.343 6.761 6.329
O 12.323 6.214 8.497
H 6.006 6.446 5.607
H 6.585 7.178 4.123
H 6.165 8.219 5.409
H 7.460 6.452 7.743
H 9.721 6.239 8.585
H 11.184 8.209 4.993
H 8.922 8.053 4.075
```

=====

Entry 3:
CHClO2S | ωB97M-V/def2-TZVPD

The charge is 0. The value obtained for the frontier orbital gap is 8.5 eV. For the relative energy (zero: lowest compared OMol25 entry of this formula, charge and spin), the calculation gives 122.1 kJ/mol. The LUMO energy is -0.36 eV. The total energy comes out at -28503.570 eV.

Structure (XYZ):
```
6
CHClO2S ωB97M-V/def2-TZVPD
C -0.118 -0.061 -0.072
O 2.015 1.009 0.998
O -0.598 -0.653 -1.135
S 1.498 0.463 -0.221
Cl -1.415 0.277 1.166
H -1.382 -1.035 -0.735
```